21
Properties=species:S:1:pos:R:3:forces:R:3 method="wB97M-V/def2-TZVPD" multiplicity=2 s_squared=0.75 homo_ev="0.968 / -5.864" charge=-1 e_above_lowest_kj_mol=70.7 largest_force_ev_per_a=1.48 homo_lumo_gap_ev="2.886 / 9.534"
O 1.414042 3.091718 -1.071559 0.2 -0.1 -0.2
O -2.296599 -0.745922 -2.757734 -0.3 0.2 0.9
N -1.899105 0.345467 1.005775 0.0 -0.3 0.6
N 1.326958 -2.187093 -0.420591 0.7 -0.7 0.9
C -0.443519 0.456551 0.804857 -0.2 1.4 0.5
C 1.566771 -0.967151 0.359565 0.4 -0.4 -1.1
C 0.468418 -0.638214 1.333007 -0.7 -0.6 -0.3
H 1.048415 3.897704 -0.683085 -0.1 0.0 0.1
H -2.983182 -0.099785 -2.531056 0.0 0.0 -0.5
H -0.088034 1.405552 1.249251 -0.1 -0.1 0.0
H -1.970181 -0.878436 -1.849190 0.3 -0.2 -0.3
H -0.122737 -1.524406 1.565577 0.0 -0.3 -0.2
H 0.472251 -2.245216 -0.939856 -0.3 0.4 -0.2
H 2.122988 -2.396561 -1.007000 -0.2 0.0 -0.2
H 1.691626 -0.136775 -0.337091 0.1 0.4 0.2
H -0.324040 0.653629 -0.258327 0.3 -0.5 -0.3
H 2.530151 -1.081598 0.866506 -0.1 -0.2 0.0
H -2.230541 1.288000 1.246948 -0.1 -0.2 -0.2
H -2.114265 -0.211001 1.834129 0.2 0.1 -0.1
H 0.944669 -0.405098 2.273005 -0.1 0.6 0.5
H 0.885911 2.378636 -0.683134 0.0 0.2 0.0